DFT (ωB97M-V with the def2-TZVPD basis set) results for a 2-piece molecular cluster, C3H12N4 overall.

Positions of all 19 atoms, in Å:
H  -3.87264  0.43010  -0.40972
N  -3.52526  0.56910  0.52382
C  -2.24337  0.86934  0.28479
N  -1.20899  0.60057  1.14978
C  -0.17790  1.66710  1.33221
H  -2.00461  1.47151  -0.58122
H  -1.48479  0.12193  1.99386
H  0.69583  1.28384  1.85529
H  0.17622  1.94014  0.33080
H  -0.57962  2.59708  1.75124
N  1.77104  -2.18642  -1.75303
C  2.57678  -1.40265  -0.84820
N  2.12684  -0.05368  -0.36117
H  0.87896  -2.49661  -1.36790
H  1.53008  -1.78924  -2.66875
H  2.71710  -2.12257  0.02347
H  3.60155  -1.19370  -1.28300
H  2.08930  0.58959  -1.15084
H  1.17402  -0.14180  -0.02201

Cartesian forces, eV/Å:
H -1.1 0.8 -0.5
N 4.0 -0.7 -0.2
C -2.9 -0.4 1.6
N 0.3 1.4 -0.1
C -0.4 -0.4 -1.0
H 0.6 -0.3 -0.5
H -0.2 0.0 0.0
H -0.2 0.1 0.2
H 0.0 -0.1 0.1
H 0.1 -0.4 0.4
N -0.8 0.1 -1.0
C 1.1 0.1 0.8
N -0.1 -1.2 -0.4
H 0.5 0.1 0.2
H 0.5 0.1 0.6
H 0.0 1.4 -0.7
H -1.2 -0.6 0.3
H 0.1 -0.2 0.1
H 0.0 0.0 0.0

As for the gap between HOMO and LUMO: 9.93 eV. Its multiplicity is 1. Its structure (SMILES) is [H]/N=C/NC.NCN.

Atom charges from the natural (NBO) analysis, given in e for atoms 1 to 2:
1 H 0.33
2 N -0.73

---

DFT (ωB97M-V with the def2-TZVPD basis set) results for a 2-piece molecular cluster, C4H9NO overall.

Positions of all 15 atoms, in Å:
C  1.25935  1.44314  1.56099
C  0.46623  2.01505  0.55303
N  -0.80066  2.23032  0.76386
H  0.73966  0.97394  2.39002
H  2.33944  1.50683  1.59029
H  0.93391  2.39340  -0.35345
H  -1.29751  1.85132  1.57044
H  -1.44246  2.34645  -0.02917
O  0.21115  -0.77726  -2.23853
C  -0.25193  -1.28680  -1.24574
C  -0.34613  -2.75780  -1.06893
H  -0.62737  -0.55204  -0.50486
H  0.04989  -3.10328  -0.11566
H  0.16764  -3.24584  -1.89018
H  -1.40120  -3.03745  -0.98210

Cartesian forces, eV/Å:
C -0.3 0.1 0.3
C 1.1 0.5 0.5
N -1.5 -1.1 -1.0
H 0.2 0.0 0.1
H -0.1 -0.1 -0.3
H -0.3 -0.2 -0.1
H 0.5 0.2 0.1
H 0.5 0.6 0.2
O 0.1 0.0 0.1
C 0.4 0.6 -0.9
C -0.4 -0.1 0.7
H -0.3 -0.6 0.6
H 0.3 0.2 0.1
H -0.2 -0.1 -0.1
H 0.0 0.0 -0.4

Its charge is +1. Its expectation value of S² is 0.76. As for the gap between HOMO and LUMO (spin up / spin down): 8.84 / 5.42 eV. Its multiplicity is 2.

Atom charges from the natural (NBO) analysis, given in e for atoms 1 to 2:
1 C -0.14
2 C 0.12

---

DFT (ωB97M-V with the def2-TZVPD basis set) results for a 3-piece molecular cluster, C27H52B2ClI2N2O14PS4 overall.

Positions of all 105 atoms, in Å:
C  -2.53076  -1.68214  -1.43972
C  -1.55688  -1.56835  -0.72257
C  -0.38966  -1.43110  0.13817
C  0.11256  0.04809  0.24380
C  0.28027  0.48131  1.71392
C  -1.14606  0.63051  2.35699
C  -1.30159  -0.34120  3.55829
C  -2.80259  -0.71543  3.71742
S  -2.94845  -2.48600  3.89160
O  -2.48691  -3.14638  2.72539
O  -2.32488  -2.88870  5.10286
Cl  -4.97866  -2.80901  4.01967
O  1.09549  0.45679  -0.67785
C  2.45916  0.05725  -0.60899
C  2.79438  -1.05081  0.36718
C  3.37486  -0.90563  1.61002
B  3.25261  1.37270  -0.06763
O  4.61567  1.39271  0.16749
O  2.53904  2.51991  0.22610
C  2.80563  -0.22419  -2.15333
C  2.23459  -1.59750  -2.48970
C  2.21904  -2.13669  -3.92776
O  2.71934  -3.49074  -3.94589
O  2.43866  0.94231  -2.79104
C  1.44153  1.12754  -3.78403
P  -0.28983  0.41852  -3.60104
N  -1.32973  0.95005  -4.68357
B  2.02947  0.85819  -5.29244
N  1.24268  0.41220  -6.44255
O  3.37645  1.03290  -5.46909
C  1.21878  2.67927  -3.83562
I  0.01055  3.44760  -2.21324
C  2.59288  3.42848  -3.94847
C  2.86191  4.56157  -2.95987
I  2.68141  4.37340  -5.92174
S  4.65406  -0.27901  -2.46119
C  5.57505  -1.17246  -1.22387
O  4.92251  -0.96505  -3.71084
O  5.17262  1.05297  -2.60242
H  -3.30168  -1.87039  -2.14279
H  0.40287  -2.13764  -0.09439
H  -0.73068  -1.68934  1.14794
H  -0.78298  0.60763  -0.04749
H  0.76339  1.45129  1.80322
H  0.77030  -0.29355  2.30284
H  -1.94333  0.53852  1.61828
H  -1.20323  1.63576  2.78078
H  -0.90947  0.16702  4.43552
H  -0.76277  -1.27525  3.38621
H  -3.39753  -0.42807  2.85049
H  -3.21760  -0.19392  4.58095
H  2.48784  -2.07837  0.13775
H  2.83241  -1.03932  2.54288
H  4.43788  -0.66328  1.63115
H  4.83641  1.77978  1.01905
H  2.98688  2.92844  0.97600
H  2.79696  -2.34584  -1.92364
H  1.21701  -1.65919  -2.08649
H  1.22208  -2.22264  -4.37231
H  2.84083  -1.61531  -4.65241
H  2.09218  -3.99622  -3.41926
H  -0.85307  0.71485  -2.34340
H  -0.28487  -0.99059  -3.69458
H  -0.87013  1.59861  -5.31205
H  0.75344  1.16133  -6.91365
H  0.62100  -0.35877  -6.23448
H  3.81993  0.20068  -5.67162
H  0.67499  2.94623  -4.73497
H  3.45325  2.76387  -3.92048
H  2.19010  5.40936  -3.07560
H  3.85137  4.95832  -3.21785
H  2.94365  4.22556  -1.92597
H  5.03344  -2.01584  -0.79143
H  6.42522  -1.60824  -1.74999
H  5.96660  -0.55615  -0.41881
O  -1.48710  -0.50407  8.49833
S  -0.29744  -1.26501  8.78803
O  1.01956  -0.70874  8.60229
C  -0.42966  -1.91948  10.44837
C  -1.13398  -3.26068  10.26971
C  -0.48547  -3.91359  9.04224
C  -0.40490  -2.84559  7.94525
H  -0.97980  -1.22091  11.07467
H  0.58135  -2.05266  10.83281
H  -1.03738  -3.88355  11.15814
H  -2.19838  -3.10074  10.08346
H  0.51982  -4.25456  9.29997
H  -1.04777  -4.78228  8.70253
H  0.47339  -2.97378  7.31752
H  -1.30185  -2.83566  7.32877
O  -4.19858  0.40675  -2.78304
S  -4.60980  1.78526  -2.72160
O  -3.98634  2.72245  -1.82177
C  -4.59482  2.45755  -4.37413
C  -5.98870  2.15672  -4.91641
C  -6.96205  2.47496  -3.77338
C  -6.39327  1.83939  -2.49846
H  -3.79327  1.99338  -4.94703
H  -4.42559  3.53127  -4.29270
H  -6.20484  2.74441  -5.80768
H  -6.06505  1.09974  -5.18199
H  -7.03202  3.55740  -3.64603
H  -7.96562  2.10526  -3.98177
H  -6.62369  2.42610  -1.61248
H  -6.74462  0.81741  -2.36748

Cartesian forces, eV/Å:
C 1.7 -0.1 0.9
C -1.1 -0.4 -1.3
C -0.1 0.5 0.8
C -1.1 0.1 0.5
C -1.0 -0.2 0.1
C 1.1 -0.1 0.6
C -1.0 -0.1 -1.1
C 0.0 0.6 0.4
S 0.3 0.1 0.3
O -0.2 0.0 -1.1
O -0.2 0.0 1.1
Cl 0.4 0.2 0.0
O -0.2 -1.0 0.1
C 3.1 0.9 -1.2
C -0.5 -0.7 0.5
C 0.4 0.4 -0.9
B 0.0 0.9 -0.2
O -0.3 -0.9 0.3
O -0.1 -1.0 0.6
C -0.1 -0.4 1.7
C -0.6 0.0 -0.7
C 0.2 -1.1 -0.7
O 0.0 0.4 0.2
O -0.2 0.0 0.0
C -0.3 0.4 -0.7
P -1.8 0.4 -0.7
N 0.9 0.2 0.1
B 0.2 -0.7 -0.6
N 0.4 -0.2 0.6
O -0.3 0.0 0.9
C 1.0 0.1 0.0
I -0.1 0.1 -0.1
C -0.3 0.7 0.5
C 1.0 0.3 -0.5
I 0.0 -0.3 0.1
S 2.0 0.9 -2.4
C 0.2 -0.7 0.7
O -1.1 -1.5 0.3
O -0.5 0.8 1.6
H -0.3 0.2 0.0
H -0.1 0.0 -0.2
H 0.1 -0.2 -0.1
H 0.4 0.3 -0.5
H 0.4 -0.2 -0.2
H 0.5 0.3 -0.1
H 0.0 -0.2 0.0
H -0.3 0.0 -0.2
H -0.1 -0.4 0.2
H 0.3 0.2 0.0
H 0.1 -0.2 -0.1
H -0.2 -0.5 0.1
H -1.8 0.5 0.6
H 0.5 -2.0 0.0
H -0.5 1.9 0.5
H 0.2 0.3 -0.1
H 0.0 0.7 -0.3
H 0.2 0.2 0.0
H 0.1 0.2 0.0
H -0.1 0.5 0.3
H 0.1 0.2 0.4
H 0.1 -0.3 -0.1
H 0.7 -0.5 0.1
H 0.5 0.1 0.5
H -0.3 0.0 -0.2
H 0.0 -0.2 -0.3
H -0.5 0.4 -0.1
H 0.3 0.2 -0.4
H -0.5 -0.2 0.3
H -0.3 -0.2 -0.2
H -0.3 -0.2 0.2
H 0.0 -0.1 0.1
H -0.4 -0.2 0.0
H -0.2 0.1 -0.2
H -0.2 0.2 -0.4
H -0.4 0.3 -0.2
O 0.1 0.2 -0.1
S 0.1 -0.3 0.1
O -0.1 0.2 -0.1
C -0.1 -0.2 0.3
C 0.0 0.0 -0.1
C 0.0 0.0 0.1
C -0.1 -0.4 -0.1
H 0.0 0.1 -0.1
H 0.0 0.1 -0.1
H 0.0 0.0 0.0
H 0.0 0.0 0.0
H 0.0 0.0 0.0
H 0.0 0.0 0.0
H 0.0 0.2 0.0
H 0.0 0.1 0.0
O 0.0 -0.1 0.3
S 0.1 0.3 -0.4
O 0.1 -0.2 0.2
C -0.1 0.0 -0.5
C -0.1 0.0 0.1
C 0.0 0.0 -0.1
C -0.4 0.1 -0.1
H 0.1 -0.1 0.2
H 0.0 0.0 0.1
H 0.0 0.0 0.0
H 0.0 0.0 0.0
H 0.0 0.0 0.0
H 0.0 0.0 0.0
H 0.1 -0.1 0.1
H 0.1 0.0 0.0

As for the gap between HOMO and LUMO: 7.02 eV. Its multiplicity is 1. Its structure (SMILES) is C#CC[C@@H](CCCCS(=O)(=O)Cl)O[C@](C=C)(B(O)O)[C@@](CCO)(O[C@]([PH2]=N)(B(N)O)[C@@H](I)[C@H](C)I)S(C)(=O)=O.O=S1(=O)CCCC1.O=S1(=O)CCCC1.

Atom charges from the Mulliken analysis, given in e for atoms 1 to 2:
1 C -0.26
2 C -1.00

---

Copy entry 1 word for word.
DFT (ωB97M-V with the def2-TZVPD basis set) results for a 2-piece molecular cluster, C3H12N4 overall.

Positions of all 19 atoms, in Å:
H  -3.87264  0.43010  -0.40972
N  -3.52526  0.56910  0.52382
C  -2.24337  0.86934  0.28479
N  -1.20899  0.60057  1.14978
C  -0.17790  1.66710  1.33221
H  -2.00461  1.47151  -0.58122
H  -1.48479  0.12193  1.99386
H  0.69583  1.28384  1.85529
H  0.17622  1.94014  0.33080
H  -0.57962  2.59708  1.75124
N  1.77104  -2.18642  -1.75303
C  2.57678  -1.40265  -0.84820
N  2.12684  -0.05368  -0.36117
H  0.87896  -2.49661  -1.36790
H  1.53008  -1.78924  -2.66875
H  2.71710  -2.12257  0.02347
H  3.60155  -1.19370  -1.28300
H  2.08930  0.58959  -1.15084
H  1.17402  -0.14180  -0.02201

Cartesian forces, eV/Å:
H -1.1 0.8 -0.5
N 4.0 -0.7 -0.2
C -2.9 -0.4 1.6
N 0.3 1.4 -0.1
C -0.4 -0.4 -1.0
H 0.6 -0.3 -0.5
H -0.2 0.0 0.0
H -0.2 0.1 0.2
H 0.0 -0.1 0.1
H 0.1 -0.4 0.4
N -0.8 0.1 -1.0
C 1.1 0.1 0.8
N -0.1 -1.2 -0.4
H 0.5 0.1 0.2
H 0.5 0.1 0.6
H 0.0 1.4 -0.7
H -1.2 -0.6 0.3
H 0.1 -0.2 0.1
H 0.0 0.0 0.0

As for the gap between HOMO and LUMO: 9.93 eV. Its multiplicity is 1. Its structure (SMILES) is [H]/N=C/NC.NCN.

Atom charges from the natural (NBO) analysis, given in e for atoms 1 to 2:
1 H 0.33
2 N -0.73